A.
13
Properties=species:S:1:pos:R:3 method="wB97M-V/def2-TZVPD" lumo_ev=-0.2 total_charge=0 homo_lumo_gap_ev=9.376
C 2.69 -0.31 0.59
C 1.54 -0.12 -0.09
C 0.22 0.04 0.51
C -2.20 0.30 -0.90
N -0.19 -0.12 1.65
O -0.83 0.44 -0.98
F 1.55 -0.31 -1.43
H 3.67 -0.29 0.08
H 2.71 -0.54 1.58
H -2.60 -0.80 -1.09
H -2.61 0.78 -1.76
H -2.81 0.73 -0.07
H -1.15 0.20 1.91

***

B.
13
Properties=species:S:1:pos:R:3 method="wB97M-V/def2-TZVPD" smiles="N=C=CO.C=CF" lumo_ev=0.5 total_charge=0 homo_lumo_gap_ev=8.813
N -2.68 -1.50 0.07
C -1.99 -0.54 0.10
C -1.18 0.46 0.29
O -0.75 1.35 -0.75
H -3.65 -1.51 -0.10
H -1.12 0.82 1.37
H -1.14 1.19 -1.67
C 2.43 0.48 0.52
C 1.75 -0.36 -0.26
F 1.84 -1.73 -0.18
H 3.13 0.07 1.29
H 2.25 1.48 0.40
H 1.09 -0.21 -1.09

***

C.
13
Properties=species:S:1:pos:R:3 method="wB97M-V/def2-TZVPD" smiles="O=CN1C[C@@H]1CF" lumo_ev=0.9 total_charge=0 homo_lumo_gap_ev=11.128
O -1.74 -1.58 0.12
C -1.74 -0.43 -0.13
N -0.90 0.50 0.45
C -0.01 1.35 -0.26
C 0.52 0.30 0.61
C 1.17 -0.91 0.00
F 2.55 -0.70 -0.04
H -2.58 0.16 -0.58
H 0.14 1.32 -1.36
H 0.04 2.38 0.08
H 0.81 0.58 1.64
H 0.78 -1.11 -1.03
H 0.95 -1.86 0.52

***

Q: Which of them is the most stable? A: C.

***

A.
13
Properties=species:S:1:pos:R:3 method="wB97M-V/def2-TZVPD" lumo_ev=0.3 total_charge=0 homo_lumo_gap_ev=9.093
C 0.49 0.11 -0.73
C 0.60 -2.08 0.38
C 1.13 1.48 -0.61
C -1.10 -1.86 1.41
N 0.89 -0.87 -0.01
O 1.16 -3.17 0.40
F -1.77 -0.88 0.66
H -0.32 -0.15 -1.35
H 0.38 2.36 -0.67
H 1.99 1.47 -1.19
H 1.34 1.49 0.46
H -0.60 -1.54 2.35
H -1.73 -2.74 1.36

***

B.
13
Properties=species:S:1:pos:R:3 method="wB97M-V/def2-TZVPD" lumo_ev="-0.6 / -0.6" total_charge=0 homo_lumo_gap_ev="8.593 / 8.592"
C 1.05 0.27 2.24
C -0.68 -0.34 -0.78
C 0.73 -0.80 -1.22
C 0.38 0.54 -0.96
N 1.25 0.90 1.09
O 0.37 -0.77 2.30
F 0.47 1.66 -1.76
H 1.71 0.43 2.99
H -1.54 -0.32 -1.50
H -1.03 -0.61 0.20
H 1.26 -1.35 -0.51
H 1.05 -1.10 -2.22
H 1.67 1.81 0.85

***

Q: Which of them is the most stable? A: A.

***

A.
17
Properties=species:S:1:pos:R:3 method="wB97M-V/def2-TZVPD" smiles="C=C/C=C/O.O.O" lumo_ev=0.7 total_charge=0 homo_lumo_gap_ev=10.342
C -0.65 2.15 0.21
C -0.47 0.99 -0.40
C -0.55 -0.36 0.23
C 0.55 -0.91 0.69
O 0.54 -2.11 1.44
H -0.60 3.06 -0.39
H -0.88 2.40 1.23
H -0.32 0.96 -1.48
H -1.58 -0.64 0.44
H 1.54 -0.49 0.68
H 0.04 -1.86 2.21
O -2.45 -0.77 -2.02
H -2.70 -0.51 -1.12
H -2.97 -1.53 -2.26
O 3.00 0.99 0.10
H 3.28 1.78 -0.35
H 2.04 1.02 0.10

***

B.
17
Properties=species:S:1:pos:R:3 method="wB97M-V/def2-TZVPD" lumo_ev="0.6 / 0.3" total_charge=0 homo_lumo_gap_ev="7.953 / 7.832"
C 0.65 -0.08 0.74
C -0.52 1.80 0.03
C -1.70 -0.40 -0.56
C 1.71 -0.22 -0.32
O 0.18 1.20 0.98
O 0.93 -0.71 1.93
O -1.53 -1.72 -1.08
H 1.88 -0.72 2.10
H -1.27 -2.30 -0.36
H -0.55 -0.35 0.11
H -1.16 2.59 0.38
H -0.11 1.85 -0.98
H -2.48 -0.35 0.21
H -1.98 0.21 -1.41
H 1.87 -1.28 -0.53
H 2.66 0.23 0.01
H 1.41 0.26 -1.25

***

C.
17
Properties=species:S:1:pos:R:3 method="wB97M-V/def2-TZVPD" smiles=C1COCCO1.O lumo_ev=0.8 total_charge=0 homo_lumo_gap_ev=10.031
C -0.93 -1.28 0.71
C -0.95 -0.17 1.81
O 0.42 0.35 2.03
C 0.97 0.87 0.78
C 1.01 -0.27 -0.22
O -0.31 -0.69 -0.41
H -1.92 -1.65 0.40
H -0.32 -2.16 0.99
H -1.25 -0.55 2.81
H -1.67 0.61 1.52
H 0.33 1.71 0.44
H 2.02 1.22 0.78
H 1.55 0.09 -1.12
H 1.56 -1.15 0.16
O -0.57 1.02 -3.53
H -0.01 1.74 -3.90
H 0.07 0.32 -3.26

***

D.
17
Properties=species:S:1:pos:R:3 method="wB97M-V/def2-TZVPD" smiles="O=CCCCO.O" lumo_ev=0.6 total_charge=0 homo_lumo_gap_ev=10.353
O 3.57 -0.90 0.93
C 3.03 0.14 0.65
C 1.53 0.26 0.47
C 1.37 -0.45 -0.92
C -0.10 -0.25 -1.52
O 0.05 1.00 -2.29
H 3.38 1.09 0.40
H 1.23 1.37 0.41
H 0.88 -0.35 1.22
H 1.98 0.15 -1.74
H 1.70 -1.42 -1.02
H -0.34 -0.95 -2.36
H -0.92 -0.38 -0.79
H -0.73 1.18 -2.84
O -5.40 -0.31 3.42
H -6.33 -0.29 3.25
H -4.89 0.10 2.73

***

Q: Which of them is the most stable? A: C.

***

A.
17
Properties=species:S:1:pos:R:3 method="wB97M-V/def2-TZVPD" smiles=COC[C@@H](O)CO lumo_ev=0.8 total_charge=0 homo_lumo_gap_ev=10.211
C 1.82 0.93 -0.12
O 1.66 -0.46 -0.02
C 0.55 -0.92 -0.72
C -0.61 -0.83 0.38
O -0.32 0.00 1.51
C -1.83 -0.13 -0.17
O -1.55 1.24 -0.42
H 2.04 1.32 0.88
H 0.94 1.44 -0.51
H 2.66 1.05 -0.80
H 0.35 -0.32 -1.63
H 0.86 -1.90 -1.13
H -0.79 -1.84 0.75
H 0.31 -0.40 2.13
H -2.66 -0.22 0.55
H -2.10 -0.57 -1.13
H -1.31 1.62 0.44

***

B.
17
Properties=species:S:1:pos:R:3 method="wB97M-V/def2-TZVPD" smiles="C=C/C=C/O.O.O" lumo_ev=0.5 total_charge=0 homo_lumo_gap_ev=9.026
C -1.12 -0.51 3.82
C -0.62 0.28 2.90
C 0.38 -0.23 1.94
C 0.01 -1.07 0.94
O 0.78 -0.96 -0.18
H -1.95 -0.43 4.58
H -0.89 -1.55 4.01
H -0.97 1.29 2.65
H 1.31 0.27 1.82
H -0.97 -1.58 0.85
H 0.53 -1.64 -0.83
O 0.36 -0.95 -3.55
H 0.24 -0.22 -4.18
H 1.08 -0.62 -3.00
O 0.47 2.38 -4.11
H -0.05 2.96 -3.55
H 1.42 2.58 -4.11

***

Q: Which of them is the most stable? A: A.

***

A.
17
Properties=species:S:1:pos:R:3 method="wB97M-V/def2-TZVPD" smiles="C=CC(=C)O.O.O" lumo_ev=0.5 total_charge=0 homo_lumo_gap_ev=9.240
C 1.52 -1.66 -0.56
C 0.89 -0.70 -1.32
C -0.42 0.02 -1.04
C -1.15 0.67 -2.04
O -1.07 -0.42 0.07
H 0.92 -2.22 0.16
H 2.38 -2.12 -1.22
H 1.19 -0.50 -2.42
H -2.20 1.10 -1.64
H -0.63 0.74 -3.04
H -0.49 -0.77 0.73
O -0.52 2.16 1.58
H -0.86 1.58 0.90
H 0.20 2.72 1.16
O 0.38 -0.37 2.70
H 0.05 0.50 2.57
H -0.19 -0.73 3.39

***

B.
17
Properties=species:S:1:pos:R:3 method="wB97M-V/def2-TZVPD" smiles="O=CCCCO.O" lumo_ev=0.6 total_charge=0 homo_lumo_gap_ev=10.208
O 1.54 -1.33 4.39
C 1.68 -0.60 3.50
C 0.89 -0.95 2.20
C -0.13 0.18 1.50
C -0.20 -0.17 0.00
O -1.03 -1.35 -0.33
H 2.27 0.32 3.56
H 1.70 -0.99 1.51
H 0.09 -1.77 2.36
H -1.17 0.22 1.81
H 0.40 1.27 1.56
H 0.82 -0.55 -0.22
H -0.48 0.66 -0.55
H -1.87 -0.85 -0.68
O -1.48 2.36 -6.96
H -0.76 1.71 -7.13
H -2.26 1.85 -6.52

***

Q: Which of them is the most stable? A: A.

***

A.
9
Properties=species:S:1:pos:R:3 method="wB97M-V/def2-TZVPD" s_squared=2.015 lumo_ev="0.9 / -3.8" multiplicity=3 total_charge=0 homo_lumo_gap_ev="8.190 / 5.887"
C 2.93 -0.48 0.00
C 1.90 0.15 0.00
C -2.20 0.28 -0.05
C -0.78 0.05 0.04
O -3.05 -0.57 0.13
P 0.35 1.29 -0.15
H 3.80 -1.06 0.09
H -2.49 1.31 -0.33
H -0.47 -0.97 0.26

***

B.
9
Properties=species:S:1:pos:R:3 method="wB97M-V/def2-TZVPD" s_squared=2.012 lumo_ev="0.7 / -2.0" multiplicity=3 total_charge=0 homo_lumo_gap_ev="7.385 / 7.199"
C -0.99 -0.12 -0.03
C 0.46 -0.01 -0.07
C -0.30 -1.23 -0.19
C 1.54 0.71 -0.03
O 4.86 0.18 -0.08
P 3.46 -0.35 -0.14
H -1.92 0.39 0.07
H 1.53 1.78 0.11
H -0.30 -2.29 -0.33

***

Q: Which of them is the most stable? A: A.